[1]
ORCA calculation (ωB97M-V/def2-TZVPD) on C3H2KMgO2 as an isolated structure.

Computed properties:
DFT total energy ... -28985.250 eV
Frontier orbital gap (alpha / beta) ... 5.3 / 6.1 eV
<S²> ... 0.885
E_HOMO (alpha / beta) ... -0.6048 / -0.6310 Eh

```
! RIJCOSX wB97M-V def2-TZVPD def2/J DEFGRID3
* xyz 2 2
K -0.32697 -1.97601 -0.70312
Mg 2.27559 0.70291 0.86714
O 0.64326 0.50358 -0.58349
O -0.86861 1.72058 0.43668
C -0.02367 1.55217 -0.45675
C -2.30858 -0.59583 0.33059
C -2.35981 0.68538 0.36018
H -3.26822 -1.11526 0.22849
H -3.02132 1.44853 -0.04533
*
```

Here are the Mulliken charges for atoms 1 to 8, given in e: atom 1 (K): 1.036, atom 2 (Mg): 0.879, atom 3 (O): -0.377, atom 4 (O): -0.187, atom 5 (C): 0.554, atom 6 (C): -0.680, atom 7 (C): -0.040, atom 8 (H): 0.416

***

[2]
ORCA calculation (ωB97M-V/def2-TZVPD) on the molecule C8H4Cl3NOS2.

Computed properties:
DFT total energy ... -71135.002 eV
Frontier orbital gap ... 8.7 eV
E_HOMO ... -0.3144 Eh
ΔE to the lowest compared entry with this formula, charge and spin ... 119.9 kJ/mol

```
! RIJCOSX wB97M-V def2-TZVPD def2/J DEFGRID3
* xyz 0 1
Cl 4.57253 1.83409 0.05074
Cl 2.57937 1.12688 2.00831
Cl 4.59218 -0.95650 0.90655
S 2.27768 0.13294 -0.66551
S -0.72757 -2.30511 1.32721
O 1.91971 -2.29983 1.04426
N 0.88955 -0.52213 0.02108
C -2.07469 1.29593 -1.20193
C -3.06328 0.45806 -0.61790
C -2.81877 -0.67417 0.12366
C 0.86758 -1.65325 0.84038
C 3.58980 0.49741 0.57452
C -0.39255 -0.09314 -0.27382
C -0.71105 0.99761 -1.08481
C -1.42707 -0.96533 0.28657
H -3.60582 -1.35050 0.57151
H 0.15603 1.54703 -1.47859
H -4.07640 0.75494 -0.73420
H -2.54723 2.17508 -1.69805
*
```

Here are the Mulliken charges for atoms 1 to 8, given in e: atom 1 (Cl): -0.094, atom 2 (Cl): -0.148, atom 3 (Cl): -0.048, atom 4 (S): -0.046, atom 5 (S): -0.127, atom 6 (O): -0.556, atom 7 (N): 0.082, atom 8 (C): -0.640

***

[3]
ORCA calculation (ωB97M-V/def2-TZVPD) on C60H100F12N4O28Y as an isolated structure.

Computed properties:
DFT total energy ... -160785.168 eV
Frontier orbital gap ... 8.0 eV
E_HOMO ... -0.2368 Eh

```
! RIJCOSX wB97M-V def2-TZVPD def2/J DEFGRID3
* xyz -1 1
Y -0.71072 -2.43951 1.84063
F -0.04238 -6.88234 1.79228
F 1.20812 0.53627 -3.04790
F -5.62640 -2.16530 2.22888
F -5.58111 -0.49747 3.47616
F 1.08110 -1.61053 -3.01432
F 3.57597 -0.86437 3.13959
F -1.89020 -7.92703 1.62131
F -0.79207 -7.40677 -0.18811
F -6.41600 -0.34144 1.56679
F 4.39941 -2.39573 1.89279
F -0.62212 -0.46825 -2.79501
F 4.79907 -2.40283 4.00066
O -0.12090 6.71668 3.32454
O 0.66867 0.82024 -0.36592
O 6.72751 3.66068 2.63243
O -3.20667 5.18191 -2.49329
O -5.30909 -1.80681 -3.27003
O -1.50541 1.40540 -5.82997
O 3.99359 -1.47033 -5.73186
O -4.08869 3.86689 -0.78214
O 3.42256 -7.82802 -2.09548
O 1.95141 -6.05526 -2.23039
O -3.32074 0.57186 2.44890
O 3.54020 -6.10016 -0.66246
O -2.89728 -1.55527 1.90495
O 1.56294 6.45516 4.78652
O 5.74125 -0.28312 -4.74752
O -1.15571 2.45025 -7.74989
O -1.25241 -4.56422 0.81139
O 1.87252 -2.47909 4.61940
O -0.17004 -1.39437 -0.20297
O -2.88489 2.95228 -6.28992
O -2.55032 -5.33744 2.23874
O 1.49254 -2.98096 2.44519
O 4.64666 4.47483 2.10197
O -5.31233 -3.73497 -4.58001
O 0.33043 8.37283 4.60545
O 5.04235 3.35605 4.08858
O -1.22968 -3.40983 4.08331
O -0.88330 -5.05314 5.66678
N -0.09737 -0.23780 2.99186
N -1.88074 8.75869 -1.76895
N -2.63370 -1.27045 -7.30147
N 8.34277 0.84609 0.07777
C 7.19390 1.06228 0.10535
C 0.92454 -6.57721 5.58959
C 1.83834 -4.89301 -1.59318
C -4.37574 2.85451 2.37661
C 3.93719 0.94789 -5.71380
C -3.35007 4.88286 -1.32150
C -3.26717 1.96778 1.97897
C 2.55660 -3.02860 3.41581
C -2.43034 1.26724 -4.81521
C 5.40481 2.51854 -0.85014
C 3.92059 -2.18865 3.09416
C -4.55783 2.87610 -1.68016
C -0.75200 7.42854 -3.72642
C -3.83880 -2.61550 -1.60853
C -7.23460 -2.55453 -4.33941
C 5.76557 1.37951 0.17867
C -1.08356 -6.99557 1.06044
C -3.90689 -1.76398 -2.89029
C -1.94529 -2.01680 -6.73347
C 0.51459 2.24953 3.63622
C -1.34917 8.18121 -2.60826
C -4.39325 -5.34338 3.89819
C -2.11943 -2.99174 6.25259
C 7.15735 2.57811 3.52518
C -0.53246 1.53845 -0.04009
C 0.75402 -0.50795 -0.90263
C 0.64478 -0.47180 -2.44946
C 0.61489 7.09649 4.33282
C 2.49431 -2.77889 5.95094
C 0.47472 -2.37919 -6.03694
C -3.97956 -5.54463 2.42131
C -1.11574 7.65127 2.90071
C 2.94050 -6.76789 -1.66705
C -0.33326 3.02334 -0.23005
C -3.27188 2.52582 -5.05031
C 4.70085 -3.44862 -4.41691
C -0.59845 8.88084 3.71702
C -5.65488 1.95545 -1.11366
C 4.66689 -0.38461 -5.40988
C -3.87986 -0.55216 1.71078
C -1.79381 2.27840 -6.67738
C 0.14553 0.90149 3.25612
C -1.98351 -5.69411 0.96425
C -1.41523 -3.84887 5.21680
C -0.94103 -2.97485 -6.08500
C 1.78499 -2.09377 7.05805
C 2.47067 1.24536 5.09304
C 0.77190 6.14678 -1.88944
C 0.03632 6.16420 -3.34130
C 5.82366 2.09000 -2.30466
C -5.38616 -0.86569 2.20421
C -2.85492 5.81928 -0.25105
C 2.95228 -4.93577 -0.48792
C 0.83918 -1.83281 -7.38268
C 5.34223 3.88125 2.87722
C 6.16587 2.70848 4.66768
C -0.33561 -6.05013 4.76197
C 1.98167 2.35585 4.04665
C -5.80351 -2.75618 -4.01637
C 4.63843 -2.70800 -5.69202
H -1.04770 -3.99286 -6.45967
H 3.51113 1.45782 5.33883
H 2.39035 -3.83330 6.20687
H 0.98506 7.16691 -1.57006
H 0.71468 -1.94119 6.91920
H -4.40917 2.93097 3.46340
H 6.05238 1.86393 5.34734
H -1.32279 3.45505 -0.07985
H -3.39237 6.76558 -0.31249
H -2.00040 1.28343 -3.81371
H 6.64568 3.39871 5.36156
H 0.83610 -4.72861 -1.19744
H -0.93172 -6.91522 4.47151
H -4.43873 3.89263 2.05036
H -5.94480 1.20421 -1.84828
H -0.81910 1.43716 1.00667
H -0.08008 2.70177 4.42991
H 1.76927 -0.64891 -0.53180
H -5.32316 1.50436 -0.17847
H -3.61253 -0.77023 -2.55275
H 4.70485 1.69471 -5.51121
H 1.98281 -2.46670 8.06298
H 4.88916 -4.50955 -4.58137
H -2.85843 -2.57380 -1.13393
H -4.49394 -4.72929 1.91265
H -2.55708 -2.19949 5.64523
H 1.76830 -5.88737 5.60690
H 2.49549 -5.10151 0.48777
H 3.57728 -2.66279 5.90846
H -4.41768 -6.45098 2.00336
H 2.09655 -1.05252 7.14089
H 3.48863 1.07726 -6.69876
H 3.20662 1.30940 -4.99015
H -0.21742 8.26633 -4.17412
H 6.96633 1.67349 2.94789
H -4.84855 -4.35780 3.99545
H -3.25431 -2.08477 -3.70228
H -3.80314 2.09972 -1.80580
H -4.58034 -2.36498 -0.84994
H 0.43752 2.81096 2.70513
H 2.79313 -4.08593 3.53512
H -0.13571 -5.58843 3.79503
H -1.27484 -3.06495 -5.05128
H 3.53093 -4.01524 -0.41116
H 4.05822 -3.30435 -6.39616
H -0.13518 9.62109 3.06469
H 5.88774 3.45613 -0.57484
H -3.05335 0.37789 -4.91015
H 4.31494 2.50433 -0.85904
H -7.52189 -3.33236 -5.04691
H -1.77435 5.92974 -0.34201
H -5.15556 -6.05678 4.21132
H 1.69203 5.56884 -1.97574
H 0.69731 -6.59122 6.65555
H 0.32578 3.31381 0.58812
H -7.45086 -1.52907 -4.63904
H 3.74817 -3.52115 -3.89229
H 5.27349 1.21377 -2.64765
H -5.27124 2.29690 2.10227
H -2.07604 7.24375 3.21671
H -1.47001 9.33090 4.19235
H 0.35756 -1.47080 -5.44600
H -1.57875 7.18298 -4.39294
H -0.00963 3.25906 -1.24387
H 0.77632 5.93509 -4.10810
H -3.06726 -3.41047 6.59080
H 0.17143 -1.01036 -7.63921
H -0.62512 5.30065 -3.41112
H -1.43572 -2.72284 7.05779
H 0.73062 -2.55953 -8.18777
H 2.08252 3.35210 4.47724
H 5.65331 2.78161 -3.12974
H 1.16892 -7.57857 5.23511
H 8.20001 2.50765 3.83504
H 1.21427 -3.03455 -5.57686
H 2.01037 -4.06973 -2.28651
H -4.91901 3.44508 -2.53685
H -1.12357 7.85852 1.83062
H 5.63473 -2.66537 -6.13209
H -3.15567 1.97036 0.89470
H -1.33853 1.07972 -0.61272
H 2.57263 2.29815 3.13258
H -3.92095 -0.23420 0.66899
H -4.34046 2.37826 -4.89398
H -3.50081 -5.43519 4.51722
H 1.92216 1.45706 6.01088
H -2.40453 2.45186 2.43682
H -3.14397 5.30919 0.66783
H 0.36752 5.44260 -1.16232
H -2.91668 3.30135 -4.37172
H -7.88528 -2.68945 -3.47540
H 1.88693 -1.53971 -7.44898
H 5.68477 1.77470 1.19128
H -6.63062 2.43980 -1.07564
H -2.75552 -5.73580 0.19589
H 6.85853 1.75202 -2.35843
H 2.39435 0.24116 4.67608
H -3.98603 -3.64678 -1.92931
H 5.18469 0.48210 -0.03428
H 5.50703 -3.04317 -3.80554
*
```

Here are the Mulliken charges for atoms 1 to 8, given in e: atom 1 (Y): 1.921, atom 2 (F): -0.166, atom 3 (F): -0.269, atom 4 (F): -0.233, atom 5 (F): -0.310, atom 6 (F): -0.052, atom 7 (F): -0.039, atom 8 (F): -0.333

***

[4]
ORCA calculation (ωB97M-V/def2-TZVPD) on a 2-piece molecular cluster, C7H20Cl3O4P2 overall.

Computed properties:
DFT total energy ... -71919.027 eV
Frontier orbital gap ... 5.5 eV
E_HOMO ... -0.1214 Eh
ΔE to the lowest compared entry with this formula, charge and spin ... 30.6 kJ/mol

```
! RIJCOSX wB97M-V def2-TZVPD def2/J DEFGRID3
* xyz -1 1
Cl 3.40047 -2.63860 -1.80474
Cl 5.83901 -1.76580 -0.47806
Cl 5.97296 -3.02839 -3.09130
P -0.27135 0.91921 0.12368
P -2.70007 -1.73990 1.31296
O -0.41768 1.03285 1.56817
O 1.29241 1.09987 -0.28298
O -4.36412 -1.95579 0.74738
O -0.93824 2.09861 -0.70851
C -0.77242 -0.63217 -0.61732
C -2.09579 4.04094 0.04756
C -2.19802 2.55955 -0.16956
C 3.58083 0.62933 0.11122
C 5.11069 -2.96528 -1.54852
C -2.24799 -0.98338 -0.41877
C 2.15113 0.22266 0.43216
H 2.02959 -0.80769 0.11266
H -0.15252 -1.43186 -0.22516
H -1.84902 4.48890 -0.91032
H -2.48536 -1.76934 -1.13007
H -2.37746 -3.08065 0.82136
H -2.49975 2.01926 0.72002
H -4.78540 -1.10216 0.94642
H 5.20088 -3.93347 -1.07645
H 3.79003 0.40143 -0.92588
H -1.27448 4.28219 0.70637
H 3.61332 1.70908 0.20322
H 4.28582 0.18416 0.79546
H -3.06378 -2.29848 2.60749
H -3.01579 -0.36868 1.79273
H -3.02969 4.47774 0.37918
H -2.94847 2.36236 -0.92745
H 2.00814 0.28641 1.50397
H -2.90365 -0.15340 -0.67106
H -0.56450 -0.58061 -1.68446
H -1.31974 -1.57889 1.73861
*
```

Here are the Mulliken charges for atoms 1 to 8, given in e: atom 1 (Cl): -0.088, atom 2 (Cl): -0.112, atom 3 (Cl): -0.139, atom 4 (P): 1.450, atom 5 (P): -0.168, atom 6 (O): -0.771, atom 7 (O): -0.475, atom 8 (O): -0.632

***

[5]
ORCA calculation (ωB97M-V/def2-TZVPD) on the molecule C6H13FNO5P.

Computed properties:
DFT total energy ... -30163.888 eV
Frontier orbital gap ... 10.5 eV
E_HOMO ... -0.3715 Eh
ΔE to the lowest compared entry with this formula, charge and spin ... 356.2 kJ/mol

```
! RIJCOSX wB97M-V def2-TZVPD def2/J DEFGRID3
* xyz 0 1
P 0.39253 0.36615 0.24161
F 3.58470 2.21993 1.46643
O 0.43847 1.88087 0.43842
O -4.71876 -0.18543 0.34611
O -1.05445 -0.31535 0.82324
O 0.47036 -0.05257 -1.40791
O 1.71013 -0.26903 1.09343
N 1.09420 -1.98638 -2.67031
C -2.09755 0.26844 0.00974
C 2.93696 0.14882 0.40044
C -3.45514 0.22011 1.00406
C 3.97346 0.84955 1.35620
C 0.33231 -1.51536 -1.49901
C -4.61487 1.34942 0.63127
H -4.02642 1.89354 -0.14853
H -1.97819 1.37023 -0.17590
H 0.53839 -2.75626 -3.06949
H -3.28506 -0.02950 2.13209
H 4.96336 0.86512 0.79563
H 0.62287 -2.01040 -0.52583
H -0.78444 -1.70146 -1.62479
H 4.08825 0.36585 2.36513
H 1.95973 -2.38837 -2.28836
H -4.75002 1.63094 1.70629
H 2.66676 0.89886 -0.40992
H -2.37236 -0.33170 -0.90026
H 3.36477 -0.78602 -0.08979
*
```

Here are the Mulliken charges for atoms 1 to 8, given in e: atom 1 (P): 1.094, atom 2 (F): -0.277, atom 3 (O): -0.700, atom 4 (O): -0.386, atom 5 (O): -0.358, atom 6 (O): -0.300, atom 7 (O): -0.351, atom 8 (N): -0.594

***

[6]
ORCA calculation (ωB97M-V/def2-TZVPD) on an isolated ion of composition C3H8N3O and charge +1.

Computed properties:
DFT total energy ... -9749.557 eV
Frontier orbital gap ... 10.4 eV
E_HOMO ... -0.4993 Eh
ΔE to the lowest compared entry with this formula, charge and spin ... 280.4 kJ/mol

```
! RIJCOSX wB97M-V def2-TZVPD def2/J DEFGRID3
* xyz 1 1
O 1.14901 -1.13267 0.23278
N -0.16574 -0.62875 0.13097
N -1.31292 1.39430 -0.00188
N 1.12753 1.12029 -0.02752
C -1.32108 -1.51608 -0.00004
C 2.04234 -0.00960 0.16008
C -0.13013 0.68465 -0.01808
H -1.30770 2.44076 -0.16321
H -1.32549 -2.15588 0.88948
H -2.23246 0.87959 -0.09378
H -1.02113 -2.21510 -0.78028
H 2.48263 0.11358 1.05354
H 2.74813 -0.15569 -0.58264
H -2.01561 -0.92023 -0.43391
H 1.28262 2.10083 -0.36550
*
```

Here are the Mulliken charges for atoms 1 to 8, given in e: atom 1 (O): -0.313, atom 2 (N): 0.197, atom 3 (N): -0.422, atom 4 (N): -0.200, atom 5 (C): -0.840, atom 6 (C): -0.310, atom 7 (C): 0.580, atom 8 (H): 0.240

***

[7]
ORCA calculation (ωB97M-V/def2-TZVPD) on a 2-piece molecular cluster, C2H4O2 overall.

Computed properties:
DFT total energy ... -6231.476 eV
Frontier orbital gap ... 10.8 eV
E_HOMO ... -0.3861 Eh
ΔE to the lowest compared entry with this formula, charge and spin ... 273.2 kJ/mol

```
! RIJCOSX wB97M-V def2-TZVPD def2/J DEFGRID3
* xyz 0 1
O 2.96361 1.37277 0.81516
O -2.98470 -2.57261 -0.60126
C 1.92621 1.89423 0.34602
C -1.93468 -1.92465 -0.31086
H -2.04528 -0.86174 0.01076
H -0.89473 -2.29569 -0.47299
H 1.06705 1.37779 -0.14450
H 1.90252 3.00992 0.35766
*
```

Charges per atom according to Mulliken partitioning, unit e: atom 1 (O): -0.410, atom 2 (O): -0.420, atom 3 (C): 0.008, atom 4 (C): -0.002, atom 5 (H): 0.197, atom 6 (H): 0.224, atom 7 (H): 0.190, atom 8 (H): 0.213

***

[8]
ORCA calculation (ωB97M-V/def2-TZVPD) on C12H24AlO20S2 as an isolated structure.

Computed properties:
DFT total energy ... -82039.851 eV
Frontier orbital gap ... 1.9 eV
E_HOMO ... -0.1368 Eh
ΔE to the lowest compared entry with this formula, charge and spin ... 698.9 kJ/mol

```
! RIJCOSX wB97M-V def2-TZVPD def2/J DEFGRID3
* xyz -1 1
S 1.37945 -18.83951 -7.05353
S 0.90394 -10.43187 -6.90204
Al -3.36570 -14.96383 -7.62347
O -7.48426 -20.06887 -2.74087
O 2.29693 -19.01135 -8.19340
O 1.89147 -19.47058 -5.84302
O -7.82410 -21.28431 -11.91411
O -5.86111 -8.99766 -7.06467
O 2.37467 -10.67948 -6.80200
O -5.64576 -21.04615 -3.18479
O -6.57297 -7.25311 -5.65895
O 1.45319 -17.36761 -6.87557
O 0.49101 -9.05886 -6.70570
O -7.58447 -7.67584 -7.67527
O -8.51642 -11.58348 -1.64078
O -6.90688 -21.79701 -9.85829
O 0.15750 -11.19307 -5.96895
O -6.07158 -19.11701 -4.26071
O 0.61368 -10.98035 -8.20384
O -6.46507 -19.73552 -10.82845
O -6.77000 -12.99140 -2.25257
O -0.03449 -19.07669 -7.27927
O -7.49294 -12.79222 -0.10695
C -6.58463 -8.05958 -6.77945
C -6.66897 -13.81848 0.35345
C -6.39017 -19.97165 -3.44463
C -9.32524 -11.09008 -0.60221
C -7.62527 -20.67034 -13.18763
C -7.02980 -20.87019 -10.88768
C -8.64641 -19.22028 -2.88238
C -8.39142 -6.53133 -7.56814
C -7.54497 -12.53701 -1.40772
C -4.41242 -21.33722 -3.77062
C -7.77658 -22.95251 -9.87530
C -5.53358 -7.39846 -4.70390
H -5.34260 -8.43082 -4.41090
H -8.75102 -19.07707 -3.95785
H -6.63390 -13.85392 1.44231
H -9.17274 -6.65882 -8.31741
H -7.86609 -23.35387 -10.88476
H -8.45540 -18.23508 -2.45694
H -3.72747 -20.52618 -3.52336
H -3.91648 -22.20975 -3.34537
H -10.12150 -10.49819 -1.05360
H -5.81584 -6.77194 -3.85779
H -7.53136 -23.73462 -9.15678
H -6.98313 -14.80098 0.00118
H -4.67527 -6.95322 -5.20707
H -8.23574 -21.20206 -13.91749
H -8.86514 -6.67685 -6.59731
H -7.85203 -5.58452 -7.54132
H -6.57169 -20.76878 -13.44915
H -8.69457 -10.49709 0.06015
H -4.48517 -21.45687 -4.85158
H -5.65620 -13.49526 0.11276
H -7.78759 -19.59408 -13.12910
H -9.60938 -19.57754 -2.51747
H -8.81232 -22.76086 -9.59495
H -9.88223 -11.82540 -0.02155
*
```

Here are the Mulliken charges for atoms 1 to 8, given in e: atom 1 (S): 1.287, atom 2 (S): 1.291, atom 3 (Al): 0.994, atom 4 (O): -0.305, atom 5 (O): -0.543, atom 6 (O): -0.629, atom 7 (O): -0.311, atom 8 (O): -0.527

***

> What is the DFT total energy in the second record?

-71135.002 eV